ORCA calculation (ωB97M-V/def2-TZVPD) on a structure of composition C39H37AsN4O7SSiW.

Element x y z (Å)
1 W -0.353 1.161 -0.503
2 C 3.513 0.769 3.568
3 C 3.652 1.295 2.291
4 C 2.537 1.699 1.574
5 C 1.279 1.591 2.159
6 C 1.133 1.082 3.447
7 C 2.254 0.662 4.143
8 N 0.141 1.956 1.390
9 C -0.697 2.931 1.797
10 C -0.449 3.813 2.883
11 C -1.292 4.861 3.112
12 C -2.404 5.087 2.277
13 C -2.657 4.258 1.204
14 C -1.838 3.163 0.957
15 N -2.040 2.406 -0.195
16 N -2.335 1.027 -0.008
17 C -2.711 0.492 -1.268
18 C -3.906 -0.125 -1.584
19 C -4.000 -0.710 -2.832
20 C -2.913 -0.685 -3.704
21 C -1.744 -0.074 -3.307
22 N -1.676 0.523 -2.120
23 H 4.386 0.433 4.113
24 H 4.633 1.382 1.842
25 H 2.636 2.101 0.575
26 H 0.145 0.975 3.875
27 H 2.137 0.234 5.131
28 H 0.434 3.666 3.490
29 H -1.086 5.549 3.921
30 H -3.052 5.931 2.474
31 H -3.475 4.438 0.521
32 H -4.709 -0.147 -0.861
33 H -4.918 -1.202 -3.130
34 H -2.965 -1.157 -4.675
35 H -0.858 -0.038 -3.926
36 O 3.036 2.621 -1.696
37 As 2.311 1.293 -2.601
38 O 3.496 0.384 -3.233
39 O 1.292 0.490 -1.481
40 C 1.151 1.965 -3.996
41 C 1.306 1.281 -5.200
42 C 0.490 1.571 -6.284
43 C -0.486 2.551 -6.173
44 C -0.637 3.246 -4.982
45 C 0.182 2.958 -3.901
46 S -0.045 3.927 -2.428
47 O 0.953 4.950 -2.411
48 O -1.424 4.312 -2.382
49 O 0.306 2.880 -1.369
50 H 3.972 2.601 -1.939
51 H 2.078 0.524 -5.272
52 H 0.619 1.030 -7.213
53 H -1.129 2.779 -7.012
54 H -1.399 4.007 -4.875
55 C -2.812 -2.765 0.766
56 C -1.485 -3.322 0.229
57 C -1.568 -3.358 -1.301
58 C -1.310 -4.735 0.798
59 Si -0.082 -2.151 0.763
60 O -0.423 -0.683 0.162
61 C 1.624 -2.713 0.204
62 C 1.941 -3.936 -0.389
63 C 3.237 -4.230 -0.792
64 C 4.250 -3.300 -0.610
65 C 3.960 -2.079 -0.018
66 C 2.664 -1.799 0.385
67 C -0.097 -1.999 2.637
68 C -1.107 -1.267 3.268
69 C -1.173 -1.175 4.651
70 C -0.221 -1.818 5.434
71 C 0.792 -2.547 4.826
72 C 0.850 -2.636 3.441
73 H -3.647 -3.354 0.367
74 H -2.964 -1.722 0.480
75 H -2.859 -2.824 1.856
76 H -2.409 -3.986 -1.620
77 H -0.660 -3.755 -1.761
78 H -1.730 -2.355 -1.706
79 H -2.163 -5.359 0.504
80 H -1.277 -4.718 1.891
81 H -0.405 -5.233 0.446
82 H 1.173 -4.681 -0.555
83 H 3.453 -5.185 -1.256
84 H 5.258 -3.521 -0.937
85 H 4.741 -1.339 0.113
86 H 2.453 -0.836 0.834
87 H -1.838 -0.740 2.664
88 H -1.964 -0.602 5.121
89 H -0.272 -1.752 6.514
90 H 1.541 -3.044 5.432
91 H 1.656 -3.196 2.977

Forces on the atoms, in the same order (eV/Å):
W -0.1 -0.6 0.3
C 0.0 0.0 0.0
C 0.0 0.0 0.0
C 0.0 0.0 0.1
C 0.1 -0.1 0.1
C 0.0 0.1 -0.1
C 0.0 0.0 0.0
N -0.3 0.2 -0.2
C 0.2 0.0 -0.2
C 0.1 -0.1 0.2
C 0.1 0.0 0.1
C -0.1 0.0 -0.1
C 0.0 0.0 0.0
C -0.3 0.0 0.0
N 0.5 -0.3 0.0
N 0.1 0.1 -0.1
C -0.2 0.0 0.0
C 0.0 0.1 0.1
C 0.0 0.0 -0.1
C -0.2 -0.1 -0.1
C 0.0 0.2 -0.1
N 0.0 -0.3 0.3
H 0.0 0.0 0.0
H 0.0 0.0 0.0
H 0.0 0.0 -0.1
H 0.1 0.0 0.0
H 0.0 0.0 0.0
H 0.0 0.0 0.0
H 0.0 0.0 0.0
H 0.0 0.0 0.0
H 0.0 0.0 0.0
H 0.0 0.0 0.0
H 0.0 0.0 0.0
H 0.0 0.0 0.0
H 0.0 0.0 0.0
O -0.1 -0.2 -0.1
As 0.2 0.1 0.0
O -0.1 0.0 0.0
O -0.6 0.5 0.2
C 0.2 -0.1 -0.1
C 0.1 0.0 0.0
C 0.0 0.0 0.0
C 0.0 0.0 0.0
C -0.1 0.0 0.0
C -0.1 0.0 0.0
S 0.1 0.0 -0.1
O -0.1 0.0 0.0
O 0.0 0.0 0.0
O 0.2 0.1 -0.1
H 0.0 0.0 0.0
H 0.0 0.0 0.0
H 0.0 0.0 0.0
H 0.0 0.0 0.0
H 0.0 0.0 0.0
C 0.0 0.0 0.0
C 0.1 0.1 0.1
C 0.0 0.0 0.0
C 0.0 0.0 0.0
Si 0.0 -0.3 0.0
O 0.2 0.5 0.0
C -0.1 0.0 0.0
C 0.0 0.0 0.0
C 0.0 0.0 0.0
C 0.0 0.0 0.0
C 0.0 0.0 0.0
C 0.0 0.1 0.0
C 0.0 -0.1 0.0
C 0.0 0.0 0.0
C 0.0 -0.1 0.0
C 0.0 0.0 0.0
C 0.0 0.0 0.0
C 0.0 0.0 0.0
H 0.0 0.0 0.0
H 0.0 0.0 0.0
H 0.0 0.0 0.0
H 0.0 0.0 0.0
H 0.0 0.0 0.0
H 0.0 0.0 0.0
H 0.0 0.0 0.0
H 0.0 0.0 0.0
H -0.1 0.0 0.0
H 0.0 0.0 0.0
H 0.0 0.0 0.0
H 0.0 0.0 0.0
H 0.0 0.0 0.0
H 0.0 0.0 0.0
H 0.0 0.0 0.0
H 0.0 0.0 0.0
H 0.0 0.0 0.0
H 0.0 0.0 0.0
H 0.0 0.0 0.0

Output
LUMO level (alpha / beta)	-0.8172 / -2.8553	eV
F_max	0.80	eV/A
frontier orbital gap (alpha / beta)	6.9 / 5.8	eV
2S+1	3
charge	0